# 1
Entry from the OMol25 dataset: 8 unconnected molecules or ions with the total composition C26H74N10O8 at a distorted geometry (the ωB97M-V functional and the def2-TZVPD basis).

Structure (XYZ):
```
118
Properties=species:S:1:pos:R:3:forces:R:3
C -5.504784 -2.635599 -1.784280 -0.51 0.54 -1.78
O -4.627432 -2.026063 -0.938735 0.90 1.43 -0.38
C -4.452164 -2.653339 0.272343 0.84 -0.30 1.39
C -5.546500 -2.230262 1.336248 2.27 -1.21 1.14
C -5.618016 -0.756868 1.577521 1.37 0.98 -1.21
N -5.171599 -2.934426 2.637496 -0.24 1.60 0.23
H -6.418245 -2.864828 -1.319443 -1.68 -0.03 0.80
H -5.175712 -3.592869 -2.140893 0.75 -0.65 -0.48
H -5.708391 -1.953937 -2.640978 0.21 -0.54 0.52
H -4.429545 -3.756769 0.105079 -0.26 0.40 0.44
H -3.390358 -2.389133 0.586894 -1.41 -0.14 0.21
H -6.513078 -2.561386 1.019740 -0.62 -0.41 -0.37
H -6.431832 -0.527653 2.226620 -1.07 0.38 -0.04
H -5.571469 -0.206275 0.598604 -0.65 -0.32 0.96
H -4.760734 -0.367217 2.132858 0.40 -0.36 -0.06
H -5.123781 -2.223075 3.431735 -0.19 -1.41 -1.53
H -5.876681 -3.619719 2.875152 0.02 0.04 0.14
C -0.114844 -3.419981 3.311678 -0.66 -2.06 -0.51
O -0.796921 -3.377450 2.082885 0.20 -1.20 -0.39
C -1.148684 -4.703869 1.614289 -1.38 2.42 -2.60
C -1.102929 -4.612414 0.025101 0.49 0.48 0.73
C -1.620004 -5.920854 -0.530886 1.00 -1.62 0.90
N 0.213277 -4.324652 -0.566628 0.35 0.87 0.83
H 0.365943 -2.523526 3.489371 0.10 2.36 0.72
H 0.729645 -4.084759 3.290017 0.54 -0.92 -0.37
H -0.775150 -3.833492 4.066635 -0.11 0.56 0.63
H -0.527804 -5.496118 1.960821 0.81 -0.46 0.48
H -2.213462 -4.925553 1.820051 0.43 0.11 0.47
H -1.683556 -3.729390 -0.329601 -0.25 -0.80 0.62
H -1.529518 -6.044498 -1.574150 0.09 0.50 -1.47
H -2.649578 -6.067006 -0.299447 -0.86 -0.11 0.35
H -1.066582 -6.869383 -0.181553 -0.56 1.52 0.14
H 0.839616 -5.061939 -0.317719 0.70 -0.50 -0.04
H 0.656443 -3.433283 -0.228190 -0.93 -1.17 -0.29
C 0.909091 1.376909 -3.914170 -1.02 0.64 -0.27
O 1.440209 2.137621 -2.868518 0.42 0.35 0.71
C 2.199125 1.354912 -1.924434 -1.27 -0.32 -1.82
C 2.954574 2.263902 -1.015922 0.96 -2.10 1.62
C 4.035605 3.067273 -1.760979 -0.99 -0.67 0.65
N 3.553199 1.228192 -0.017668 0.57 -0.45 -1.79
H 0.345715 2.090892 -4.594462 0.49 -0.93 0.90
H 0.241415 0.580564 -3.513273 0.31 0.40 -0.41
H 1.699890 0.919818 -4.498877 0.28 -0.31 -0.23
H 1.506088 0.629083 -1.443360 0.55 0.58 -0.03
H 2.927118 0.800745 -2.520927 0.23 -0.47 0.01
H 2.192574 2.789161 -0.434814 0.46 0.56 -0.07
H 4.534769 2.480543 -2.555383 -0.51 0.31 0.24
H 4.773164 3.298186 -1.020595 0.60 0.56 0.31
H 3.544642 3.959667 -2.114026 0.29 0.40 -0.56
H 4.033735 1.577050 0.794897 -0.16 0.84 0.19
H 4.315559 0.692399 -0.510644 -1.09 0.69 0.39
C 2.455887 -2.723906 -2.357104 -1.52 0.36 -1.67
O 2.981731 -3.293245 -1.239925 1.38 -0.89 1.71
C 3.403875 -2.477521 -0.194308 1.88 0.33 2.48
C 4.846886 -2.868672 0.348881 -0.70 0.44 -0.44
C 5.329505 -2.120356 1.617557 -0.60 -0.19 -1.52
N 5.735408 -2.645089 -0.760342 0.03 -0.45 -1.04
H 3.161717 -2.193569 -3.005138 0.26 0.17 0.30
H 1.593970 -2.063412 -2.122934 0.40 -0.20 -0.17
H 2.089465 -3.585958 -2.937015 -0.12 0.48 -0.02
H 3.547329 -1.413727 -0.395527 -0.62 -0.01 -0.60
H 2.788984 -2.587756 0.712078 -0.66 0.06 -0.37
H 4.824522 -3.906030 0.638380 -0.15 -0.80 0.07
H 5.304343 -1.051132 1.482274 -0.20 0.53 -0.06
H 6.369822 -2.369943 1.819028 -0.08 -0.32 0.21
H 4.662293 -2.404879 2.408563 -0.02 0.00 0.73
H 6.686352 -2.470917 -0.459004 0.01 -0.55 -0.42
H 5.602588 -3.405366 -1.464712 0.74 1.11 0.86
C 3.387176 5.622002 1.472545 1.21 -0.46 -0.78
O 2.744971 5.336302 2.669649 -0.18 0.31 -0.44
C 2.527979 3.956542 2.815238 0.85 -0.49 -0.15
C 1.578435 3.861780 3.954105 -1.89 -1.32 0.00
C 1.409199 2.464631 4.458228 2.26 -1.78 1.50
N 0.218325 4.367965 3.679005 0.33 0.34 -0.29
H 2.918557 5.055923 0.639170 0.33 0.18 0.25
H 4.495705 5.334959 1.539583 -1.25 0.40 -0.27
H 3.281803 6.678771 1.232181 0.16 0.06 0.22
H 2.081206 3.477606 1.909986 0.31 0.39 0.37
H 3.522617 3.458097 3.045828 -0.94 0.25 -0.20
H 1.970889 4.454282 4.748193 0.29 0.55 0.71
H 1.126429 1.681079 3.771982 -0.35 0.18 -0.82
H 0.746778 2.360300 5.312123 -0.24 0.44 0.01
H 2.412675 2.087451 4.846296 -0.92 0.42 -0.35
H -0.108028 4.121375 2.742910 0.25 -0.35 0.18
H 0.314783 5.363639 3.652617 -0.25 0.74 -0.06
C -0.074079 5.271657 -1.980647 -0.10 0.05 -1.40
O -0.992096 4.503457 -2.746531 -0.33 -0.90 1.84
C -1.666633 3.537804 -1.884060 -0.66 0.05 -2.80
C -2.855827 4.161892 -1.188242 -0.88 -0.65 -0.07
C -3.311479 3.303806 -0.017006 0.32 0.78 1.27
N -3.976238 4.194230 -2.161319 0.75 1.54 -0.61
H -0.504703 6.174379 -1.587209 -0.50 0.48 0.38
H 0.627583 5.564030 -2.742301 0.84 0.31 0.11
H 0.389756 4.718053 -1.182490 0.28 -0.42 0.25
H -2.025308 2.808511 -2.653574 -0.18 0.36 0.79
H -1.017788 2.970033 -1.253642 0.92 0.17 0.72
H -2.592970 5.165652 -0.831468 0.08 -0.08 0.04
H -3.506511 2.285048 -0.341529 -0.67 0.00 -0.09
H -4.115147 3.790083 0.629126 0.62 -0.85 -1.18
H -2.465455 3.209537 0.664268 0.18 0.16 0.15
H -4.812086 4.451290 -1.655103 -0.25 0.13 0.00
H -3.774153 4.998853 -2.804403 -0.42 -1.11 0.55
N -1.721707 -1.070126 -3.325849 0.11 -0.76 -0.53
C -1.093801 -1.920773 -2.463174 -1.09 -1.62 -1.84
N -0.882921 -3.218322 -2.870256 0.20 1.21 2.52
O -0.816555 -1.544252 -1.355990 0.83 0.69 2.07
H -1.701117 -0.135560 -3.050951 -0.22 1.48 0.49
H -2.138846 -1.266524 -4.210371 0.10 -0.46 -0.18
H -0.396994 -3.787838 -2.111657 -0.26 0.20 -1.29
H -0.990783 -3.432286 -3.811804 0.00 -0.70 -1.49
N -1.340381 0.612251 1.219695 -0.40 0.85 -0.21
C -0.068802 0.960589 0.825958 0.35 -0.18 0.89
N 0.744688 -0.154413 0.694178 -2.18 1.44 0.57
O 0.244971 2.160299 0.765812 0.47 -1.21 -0.27
H -1.996300 1.385461 1.114275 0.29 -0.49 0.07
H -1.649385 -0.237995 0.808231 -0.52 -0.77 -0.21
H 0.315313 -1.065313 0.718820 0.19 0.08 -0.13
H 1.689495 -0.014040 0.513339 1.93 0.20 -0.39
```
Positions in Å, forces in eV/Å.

Results
Total energy in Eh: -2184.39486
Kohn-Sham gap in eV: 9.494
E_HOMO in eV: -8.867
LUMO energy in eV: 0.63
Charge: 0
F_max in eV Å⁻¹: 3.81
SMILES: COC[C@H](C)N.COC[C@H](C)N.COC[C@H](C)N.COC[C@H](C)N.COC[C@H](C)N.COC[C@H](C)N.NC(N)=O.NC(N)=O

=====

# 2
Entry from the OMol25 dataset: 10 unconnected molecules or ions with the total composition C26H75N3O10 at a distorted geometry (the ωB97M-V functional and the def2-TZVPD basis).

Structure (XYZ):
```
114
Properties=species:S:1:pos:R:3:forces:R:3
C -6.388497 -12.951766 20.793519 -0.62 -1.34 3.72
O -7.701761 -12.852683 20.367951 -1.05 0.88 -0.91
C -8.674864 -13.535970 21.156957 1.50 0.01 0.72
C -9.857723 -13.810227 20.293327 -1.09 0.85 -0.05
C -10.867135 -14.606077 21.034910 -1.14 -1.36 1.56
N -9.555144 -14.456784 19.065080 -0.74 -2.10 0.13
H -5.628583 -12.558344 20.168612 0.15 0.32 -1.24
H -6.269649 -14.058466 20.982801 0.85 0.97 -0.01
H -6.270735 -12.391837 21.800714 -0.01 -0.90 -1.20
H -8.250267 -14.524788 21.446584 -0.07 0.37 0.14
H -8.934401 -12.962610 22.092802 0.26 -0.41 -0.81
H -10.325387 -12.867752 20.034376 -0.05 0.52 -0.02
H -11.844365 -14.727439 20.548470 0.34 0.48 -0.18
H -11.058280 -14.195547 22.051270 0.11 -0.21 -0.57
H -10.543391 -15.661434 21.174045 0.20 0.54 0.03
H -8.849469 -13.963046 18.621537 1.61 1.21 -1.21
H -9.149222 -15.374266 19.274734 -0.18 0.07 -0.16
C -7.514227 -15.379718 10.668285 -0.43 0.44 0.94
O -8.709521 -16.137291 10.557290 -0.49 -0.17 -0.08
C -9.363754 -15.699082 9.359646 1.73 0.75 0.00
C -10.704402 -16.250532 9.178908 -1.85 0.50 -0.39
C -10.640230 -17.713674 9.045540 0.82 -2.04 -0.02
N -11.446125 -15.693459 7.985307 0.70 -0.23 1.03
H -6.924367 -15.465571 9.764199 0.23 0.16 -0.21
H -6.922512 -15.710507 11.520932 -0.19 -0.18 -0.16
H -7.829046 -14.345377 10.878345 0.56 0.00 -0.32
H -9.448294 -14.604746 9.398604 0.34 0.01 -0.26
H -8.696972 -16.054115 8.553301 -0.23 0.55 -0.26
H -11.267014 -15.994554 10.081474 -0.22 0.07 -0.12
H -10.432662 -18.033906 7.997390 -0.51 0.16 0.69
H -11.501139 -18.176540 9.499595 -0.67 -0.33 -0.58
H -9.826150 -18.141409 9.648670 0.09 0.33 -0.15
H -11.800125 -14.767876 8.184941 0.00 0.13 0.10
H -10.791636 -15.586140 7.217933 0.01 -0.09 -0.11
C -1.334793 -16.621740 19.069590 0.08 -1.21 1.38
O -1.685834 -17.292155 17.891279 0.11 0.52 -0.10
C -3.077548 -17.210113 17.631104 -0.04 0.57 -0.17
C -3.329444 -18.133979 16.438443 -0.52 -1.52 0.71
C -2.434419 -17.744571 15.290659 -1.53 -0.26 -0.93
N -4.765192 -18.113606 16.064972 0.55 1.00 -1.30
H -1.864183 -15.702487 19.227686 -0.54 0.68 -0.19
H -0.269406 -16.375593 19.130809 -0.11 -0.38 -0.39
H -1.596005 -17.294944 19.933792 0.33 0.63 -0.42
H -3.653428 -17.554015 18.497360 -0.03 -0.14 0.11
H -3.389307 -16.142846 17.461161 0.32 -0.82 -0.13
H -2.990691 -19.158796 16.847465 -0.54 1.14 -0.82
H -2.503403 -18.394282 14.412648 -0.35 -0.06 0.18
H -1.448976 -17.789312 15.608162 1.94 0.11 0.62
H -2.659714 -16.735176 14.971667 -0.10 0.28 -0.09
H -5.362021 -18.682102 16.624563 -0.17 -0.34 0.59
H -5.015088 -18.300441 15.054545 0.83 -0.03 1.53
C -9.959653 -17.968446 17.754677 1.12 0.30 -1.59
C -9.669391 -18.468422 19.142929 1.74 0.45 -1.01
O -8.547526 -17.718756 19.653687 -0.22 -0.02 0.17
H -9.058695 -18.037414 17.078905 -0.68 -0.22 0.76
H -10.274082 -16.918017 17.621296 -0.10 -0.43 0.71
H -10.712519 -18.620647 17.338397 -0.39 -0.09 -0.33
H -9.307282 -19.531051 19.058069 -1.10 0.71 0.46
H -10.534237 -18.219280 19.725180 -0.55 -0.74 0.76
H -8.381745 -18.060125 20.537015 0.17 0.13 0.07
C -3.146893 -14.833583 9.632314 0.28 0.06 0.45
C -4.163916 -13.721714 9.900761 -0.41 -0.79 0.53
O -4.929244 -13.983308 11.083999 0.38 0.03 0.43
H -2.456118 -14.544233 8.865501 0.49 0.42 -0.52
H -3.581165 -15.756241 9.255891 -0.43 -0.05 0.24
H -2.532205 -15.083219 10.516495 -0.40 0.22 -0.20
H -4.883758 -13.685354 9.070533 0.16 0.11 0.23
H -3.719141 -12.738433 10.018138 0.39 0.12 -0.27
H -4.352766 -13.850007 11.875625 -0.33 -0.14 -0.69
C -8.746672 -18.553452 13.433960 -0.10 1.32 -1.28
C -8.746332 -19.621061 12.360653 -0.55 -1.10 1.33
O -7.521725 -20.372557 12.223002 0.57 0.31 -0.60
H -7.896168 -17.858940 13.351461 -0.16 -0.45 -0.04
H -8.797766 -18.891102 14.438021 -0.17 -0.46 0.93
H -9.619306 -17.924691 13.169442 0.12 -0.26 0.57
H -8.908804 -19.081926 11.442204 0.23 -0.31 -0.63
H -9.616186 -20.318561 12.538435 0.86 0.58 -0.34
H -7.301106 -21.087035 12.834204 -1.09 0.18 0.16
C -1.514010 -14.029324 15.275641 -0.43 -0.86 2.17
C -1.913484 -14.268933 13.897568 -0.87 -0.12 -1.52
O -3.248541 -13.831579 13.629524 -0.13 0.14 -0.16
H -0.471682 -14.174946 15.552189 0.09 -0.38 -0.40
H -2.145661 -14.767788 15.789592 0.48 0.25 0.79
H -1.787698 -13.077553 15.682588 -0.31 0.80 -0.16
H -1.889121 -15.341737 13.690728 0.51 0.04 -0.29
H -1.348567 -13.714913 13.199104 0.97 0.33 -0.97
H -3.825951 -14.345568 14.200941 -0.45 -0.15 0.53
C -4.062812 -17.997512 11.688246 0.94 -1.39 0.24
C -5.423704 -17.955231 12.332858 -2.73 -0.61 -0.36
O -5.642807 -18.784859 13.540061 0.50 -0.19 -2.16
H -4.014661 -18.079239 10.594857 -0.66 0.04 0.19
H -3.566230 -18.941003 12.049621 -0.13 1.03 -0.18
H -3.472081 -17.117425 11.917033 0.23 -0.03 0.39
H -6.272222 -18.253283 11.614716 1.40 0.27 0.75
H -5.730430 -16.971305 12.649987 0.38 0.56 0.10
H -6.142718 -19.543886 13.160822 0.26 0.54 0.49
C -10.374095 -14.572962 15.123667 -0.06 0.07 1.56
C -9.673569 -14.311076 13.847856 1.94 -1.05 -1.63
O -10.328246 -14.954874 12.741370 -0.63 0.26 0.09
H -11.246393 -13.947638 15.209065 -0.45 0.35 -0.02
H -9.731122 -14.309376 15.985296 -0.21 -0.07 -0.36
H -10.737129 -15.582458 15.300745 0.32 -0.29 -0.37
H -8.596741 -14.658320 13.846149 -0.99 0.18 0.31
H -9.602363 -13.232881 13.688137 -0.20 0.08 -0.21
H -9.764849 -15.452696 12.123725 0.32 0.38 0.47
C -6.280105 -13.175146 15.626907 -0.63 1.11 0.17
C -6.202009 -14.670950 15.768800 0.47 0.01 -0.84
O -4.848706 -15.111507 15.833499 0.12 -1.36 -0.36
H -7.071167 -12.935356 14.922618 -0.52 0.09 0.17
H -5.446339 -12.680022 15.156487 0.83 -0.29 -0.03
H -6.480669 -12.633579 16.569696 0.10 -0.36 -0.35
H -6.691865 -15.095315 14.836066 0.24 -0.08 1.40
H -6.618835 -14.943499 16.733569 -0.91 -0.41 -0.28
H -4.909349 -16.118161 15.928251 0.22 1.09 -0.06
```
Positions in Å, forces in eV/Å.

Results
Total energy in Eh: -1952.08404
Kohn-Sham gap in eV: 9.474
E_HOMO in eV: -9.019
LUMO energy in eV: 0.46
Charge: 0
F_max in eV Å⁻¹: 4.00
SMILES: COC[C@H](C)N.COC[C@H](C)N.COC[C@H](C)N.CCO.CCO.CCO.CCO.CCO.CCO.CCO